9
Properties=species:S:1:pos:R:3:forces:R:3 method="wB97M-V/def2-TZVPD" multiplicity=1 relative_energy_kcal_mol=70.68 total_charge=0 gap_ev=8.65 e_homo_ev=-10.932
C -0.496 0.202 0.148 2.953 -0.082 0.391
N 2.663 0.024 0.217 -3.693 2.775 1.185
N 0.860 0.538 0.377 -0.483 -2.057 0.240
N -1.646 0.055 0.159 1.691 -0.184 -0.223
F 3.088 0.772 -0.884 -0.699 -2.345 0.605
F -4.082 0.303 -0.390 -0.410 -0.081 -0.261
H 0.967 1.498 0.255 0.523 1.807 -0.185
H -3.168 0.066 -0.313 -0.295 0.209 0.216
H 2.450 -0.980 0.138 0.415 -0.044 -1.968

---

18
Properties=species:S:1:pos:R:3:forces:R:3 method="wB97M-V/def2-TZVPD" multiplicity=1 relative_energy_kcal_mol=129.02 total_charge=0 gap_ev=8.34 e_homo_ev=-9.124
C 0.585 -1.676 -0.376 3.279 -0.033 0.012
C 1.423 -0.357 -0.358 0.049 0.578 -1.079
C 0.961 0.958 0.359 -1.165 -1.802 0.080
C -0.467 1.425 -0.078 -0.268 -0.054 1.460
N -1.560 1.208 0.955 1.299 -0.602 -0.810
N -0.812 -1.445 -0.582 -0.031 1.551 3.309
H 0.687 -2.219 0.563 1.051 -0.460 -0.239
H 1.147 -2.272 -1.127 -0.730 -0.016 -0.185
H 1.704 -0.152 -1.405 -0.864 0.325 -0.007
H 2.409 -0.618 -0.050 0.809 -0.373 1.021
H 1.007 0.755 1.454 -0.294 0.433 -0.495
H -0.404 -1.070 1.072 -2.970 -0.543 -3.462
H -0.850 0.915 -0.951 0.724 0.210 -0.642
H -0.343 2.475 -0.217 -0.392 0.840 -0.414
H -2.369 1.756 0.668 0.110 -0.183 0.057
H -1.749 0.229 0.716 -0.793 0.451 0.590
H -1.267 -2.352 -0.692 -0.241 -0.052 0.871
H 1.627 1.790 0.152 0.426 -0.272 -0.068

---

120
Properties=species:S:1:pos:R:3:forces:R:3 method="wB97M-V/def2-TZVPD" smiles="COC(=O)OC.COC(=O)OC.COC(=O)OC.COC(=O)OC.CNC(C)=O.CNC(C)=O.CNC(C)=O.CNC(C)=O.CNC(C)=O.CNC(C)=O" multiplicity=1 relative_energy_kcal_mol=0.00 total_charge=0 gap_ev=9.17 e_homo_ev=-8.890
C -10.283 -10.428 -2.897 0.821 0.208 -0.576
O -9.649 -9.143 -3.049 -0.096 0.228 -0.485
C -9.004 -8.673 -1.979 -0.867 -0.473 0.169
O -8.882 -9.280 -0.950 0.304 0.239 -0.009
O -8.605 -7.416 -2.134 0.700 0.461 0.526
C -8.517 -6.767 -3.399 -0.147 -1.020 -1.261
H -9.500 -11.167 -2.734 -0.239 -0.109 0.522
H -10.697 -10.646 -3.878 -0.328 0.157 0.121
H -11.030 -10.362 -2.115 0.008 -0.313 0.079
H -7.569 -6.246 -3.510 -0.132 0.356 0.550
H -9.390 -6.143 -3.575 0.112 0.258 0.192
H -8.522 -7.519 -4.194 -0.088 0.073 0.093
C -0.253 -3.156 4.299 -0.174 0.409 1.923
O -1.233 -2.526 5.189 -0.662 -0.512 -0.681
C -0.849 -1.778 6.201 0.618 0.900 0.297
O 0.266 -1.420 6.481 0.023 -0.334 -0.178
O -1.948 -1.410 6.873 -0.027 -0.485 -0.211
C -1.762 -0.561 7.981 -0.025 1.477 0.574
H -0.750 -4.044 3.936 0.079 0.136 -0.510
H 0.549 -3.447 4.978 0.387 -0.037 -0.528
H 0.057 -2.416 3.572 0.069 -0.239 -0.258
H -2.751 -0.379 8.396 0.007 -0.331 0.070
H -1.386 0.426 7.690 0.036 -0.189 -0.368
H -1.072 -0.890 8.755 -0.087 -0.661 -0.210
C -3.226 -5.384 2.460 0.432 -0.693 0.945
O -4.322 -5.702 1.615 -0.507 0.515 0.093
C -4.121 -5.822 0.320 0.060 -0.629 -0.881
O -3.168 -5.491 -0.342 0.294 0.363 0.352
O -5.169 -6.471 -0.189 -0.542 0.026 0.690
C -5.146 -6.850 -1.542 -0.329 -0.117 -1.204
H -3.066 -4.325 2.661 -0.042 0.122 -0.702
H -2.343 -5.911 2.118 0.242 0.495 -0.121
H -3.464 -5.825 3.433 -0.230 -0.019 -0.123
H -6.138 -7.223 -1.801 -0.061 -0.050 0.473
H -4.449 -7.667 -1.736 0.269 0.198 0.137
H -4.996 -6.019 -2.234 0.407 0.088 0.261
C -1.485 -10.198 -3.560 -0.625 -0.858 -0.333
O -1.900 -8.906 -4.016 0.686 0.214 0.317
C -1.325 -7.890 -3.363 -0.375 0.088 -0.680
O -0.430 -7.966 -2.572 0.123 0.115 0.347
O -1.930 -6.776 -3.785 -0.182 -0.226 -0.327
C -1.494 -5.547 -3.255 -0.242 0.897 1.151
H -2.105 -10.867 -4.160 -0.101 -0.062 0.386
H -1.691 -10.295 -2.495 0.007 -0.103 -0.038
H -0.460 -10.509 -3.768 0.171 0.781 0.000
H -0.541 -5.208 -3.657 0.051 -0.209 -0.100
H -1.478 -5.557 -2.161 0.276 -0.269 -0.143
H -2.273 -4.803 -3.431 0.025 -0.196 -0.515
C -7.926 -4.843 0.012 -0.483 -0.175 -0.090
C -9.312 -4.232 0.102 0.698 0.936 1.263
O -9.580 -3.503 1.052 -0.319 -0.098 -0.418
N -10.186 -4.488 -0.888 -0.359 -0.162 -0.429
C -11.489 -3.820 -1.036 1.063 -0.803 1.266
H -7.380 -4.593 0.915 -0.100 -0.030 0.120
H -7.374 -4.420 -0.829 -0.080 -0.288 -0.179
H -8.037 -5.926 -0.060 0.365 0.014 -0.244
H -9.903 -5.132 -1.604 0.049 0.037 -0.003
H -11.831 -3.527 -0.044 0.189 0.138 0.031
H -12.171 -4.609 -1.339 -0.311 0.536 -0.778
H -11.338 -2.921 -1.624 -0.658 -0.115 -0.481
C 0.880 -4.473 0.290 -0.779 -0.361 -0.365
C 0.206 -5.642 0.989 -0.446 1.231 0.244
O 0.041 -5.590 2.208 0.385 -0.445 0.088
N -0.306 -6.601 0.219 -0.648 -1.382 0.347
C -1.143 -7.712 0.707 0.195 0.077 -0.593
H 1.838 -4.251 0.748 0.104 -0.040 -0.101
H 0.208 -3.624 0.427 0.131 0.080 0.153
H 0.932 -4.644 -0.786 0.428 0.012 0.048
H -0.515 -6.508 -0.761 0.969 0.538 -0.147
H -2.059 -7.604 0.128 -0.255 -0.407 0.375
H -1.348 -7.727 1.771 0.076 0.379 0.036
H -0.692 -8.668 0.445 0.046 0.033 -0.005
C -1.442 -6.294 5.713 0.191 0.514 0.719
C -1.960 -7.514 5.029 0.378 -0.001 -1.001
O -3.166 -7.769 5.021 -0.023 0.183 0.105
N -1.119 -8.302 4.318 -0.472 -0.321 1.194
C 0.322 -8.239 4.159 0.024 0.330 -1.821
H -2.032 -5.434 5.395 -0.267 -0.157 0.099
H -0.407 -5.974 5.606 0.134 -0.609 -0.362
H -1.619 -6.439 6.780 -0.172 0.226 -0.021
H -1.645 -9.086 3.947 0.432 -0.115 -0.254
H 0.447 -7.768 3.178 0.555 0.096 0.146
H 0.786 -9.218 4.057 -0.293 -0.193 0.432
H 0.896 -7.636 4.855 -0.490 -0.038 0.450
C -5.420 -10.121 0.618 -0.722 0.704 -0.313
C -4.401 -9.467 1.512 1.271 -1.218 0.591
O -3.225 -9.858 1.511 -0.291 0.317 -0.304
N -4.797 -8.538 2.390 -1.024 0.247 0.118
C -6.157 -8.062 2.512 -0.784 0.477 -1.505
H -5.028 -10.998 0.118 0.282 0.022 0.131
H -5.750 -9.401 -0.139 0.070 -0.047 -0.034
H -6.345 -10.380 1.137 0.138 -0.066 0.167
H -4.122 -8.174 3.046 0.224 -0.242 0.164
H -6.224 -7.218 3.189 0.075 -0.265 0.343
H -6.938 -8.812 2.671 0.465 -0.256 0.842
H -6.504 -7.667 1.546 0.343 0.237 0.060
C -5.447 -5.444 6.822 -0.162 -0.599 -0.675
C -4.121 -4.764 7.047 -0.355 -0.248 0.788
O -3.349 -5.180 7.906 -0.065 0.034 -0.217
N -3.798 -3.694 6.299 0.105 0.236 -0.447
C -4.546 -2.956 5.297 0.230 -0.721 -0.358
H -5.231 -6.500 6.636 0.199 0.049 0.098
H -5.980 -5.116 5.928 -0.041 0.250 0.169
H -6.110 -5.432 7.684 0.146 0.327 0.117
H -2.832 -3.418 6.367 -0.084 0.072 0.295
H -4.150 -1.944 5.290 -0.325 0.142 0.056
H -5.619 -3.000 5.458 0.029 0.282 0.290
H -4.380 -3.378 4.299 0.007 0.068 -0.022
C -4.564 -2.453 -4.488 0.274 0.070 -0.499
C -4.907 -3.916 -4.625 -0.298 0.174 0.774
O -5.751 -4.429 -3.900 -0.111 -0.066 -0.400
N -4.253 -4.604 -5.588 0.154 -0.268 -0.343
C -4.554 -6.006 -5.819 0.558 -0.474 0.757
H -3.525 -2.311 -4.178 -0.087 -0.054 0.290
H -5.261 -1.997 -3.795 0.148 0.032 0.146
H -4.629 -1.950 -5.456 -0.162 -0.063 0.004
H -3.309 -4.308 -5.781 -0.133 0.180 -0.306
H -5.621 -6.173 -5.715 -0.065 0.091 -0.225
H -4.053 -6.631 -5.069 -0.162 0.012 -0.009
H -4.174 -6.345 -6.779 -0.204 0.279 -0.193